(1)
The following is a quantum chemistry calculation of a molecular structure, C21H40F6Na3O21P at a distorted geometry, from the Open Molecules 2025 dataset.

```
92
Properties=species:S:1:pos:R:3:forces:R:3:mulliken_charge:R:1
Na -0.790 -7.114 3.314 0.153 0.138 -0.068 0.998
Na 3.114 1.393 -2.372 -0.278 -0.058 0.099 1.002
Na -4.991 -5.336 -1.706 0.012 0.212 -0.138 0.999
P 0.235 -1.971 0.563 0.467 0.050 -1.764 1.142
F -0.015 -0.404 0.526 -1.054 0.925 0.464 -0.335
F 0.555 -1.873 -1.071 0.346 -0.423 0.170 -0.392
F 1.777 -1.600 0.813 0.533 -0.795 0.803 -0.338
F 0.591 -3.578 0.530 -0.320 0.583 0.315 -0.377
F -0.144 -2.055 2.153 0.249 -0.165 -1.084 -0.348
F -1.289 -2.271 0.085 -0.276 -0.318 0.995 -0.357
C 7.060 1.849 4.885 1.155 0.143 -3.035 -0.228
C 6.668 2.031 6.263 -1.294 2.242 1.718 -0.248
O 7.136 0.901 6.943 -0.731 -0.684 0.184 -0.312
C 7.964 0.245 6.117 3.631 -2.908 3.336 0.693
O 8.682 -0.685 6.521 -2.471 2.367 -1.818 -0.573
O 8.084 0.900 4.990 0.707 -1.835 -1.342 -0.320
H 7.648 2.598 4.355 -0.980 0.997 0.285 0.232
H 6.256 1.503 4.237 0.004 -0.230 -0.064 0.222
H 5.586 2.135 6.330 0.052 -0.099 0.430 0.279
H 7.142 2.921 6.677 -0.084 0.016 0.311 0.255
C 4.348 1.004 -8.877 1.473 -0.798 -1.402 -0.667
O 3.031 1.395 -8.968 -2.371 -0.366 2.247 -0.276
C 2.132 0.792 -8.094 1.932 -0.398 2.804 0.786
O 2.305 0.158 -7.011 0.233 1.775 -3.899 -0.619
O 0.999 1.180 -8.548 -1.604 0.579 -1.871 -0.263
C -0.224 0.619 -8.176 -1.180 -0.125 1.511 -0.645
H 4.887 1.218 -7.954 -0.411 -0.288 0.190 0.257
H 4.850 1.531 -9.688 0.092 0.196 0.155 0.252
H 4.322 -0.030 -9.219 0.876 -0.348 0.697 0.333
H -0.312 -0.452 -8.359 0.382 0.038 -0.059 0.298
H -1.056 1.124 -8.666 0.529 0.136 -0.503 0.253
H -0.393 0.829 -7.120 0.076 -0.354 0.214 0.292
C 1.913 6.775 -4.255 0.270 -0.814 -0.418 -0.632
O 0.610 7.036 -3.639 0.183 0.039 -0.523 -0.296
C -0.160 5.981 -3.249 3.645 -2.090 0.659 0.829
O 0.277 4.824 -3.337 -1.519 1.520 -0.057 -0.643
O -1.193 6.408 -2.582 -0.399 1.287 -0.299 -0.295
C -2.061 5.640 -1.753 0.368 -0.918 0.218 -0.619
H 2.438 7.660 -4.612 -1.035 0.618 0.328 0.289
H 1.887 6.115 -5.122 -0.766 -0.031 -0.011 0.285
H 2.672 6.301 -3.633 -0.621 -0.104 0.875 0.250
H -1.674 4.640 -1.556 0.017 -0.160 -0.609 0.316
H -3.044 5.614 -2.223 0.123 -0.024 0.190 0.258
H -2.082 6.075 -0.753 -0.166 0.585 -0.327 0.259
C 1.803 4.615 3.322 0.116 -0.019 -1.153 -0.614
O 2.918 5.511 3.157 0.356 0.472 -0.575 -0.295
C 3.513 5.744 1.944 -0.624 -1.618 -0.242 0.799
O 3.397 5.053 0.924 0.110 1.564 2.022 -0.599
O 4.299 6.806 2.133 -0.203 -0.230 -0.960 -0.285
C 5.073 7.293 1.006 0.964 0.168 0.681 -0.660
H 1.911 3.789 2.620 0.004 -0.186 0.231 0.309
H 0.871 5.123 3.075 0.073 0.204 0.010 0.269
H 1.737 4.279 4.357 0.456 0.137 -0.156 0.220
H 5.837 7.920 1.466 -0.258 0.178 0.147 0.266
H 4.519 7.923 0.310 -0.348 -0.448 0.097 0.291
H 5.668 6.518 0.523 -0.639 -0.300 -0.167 0.298
C -1.768 -1.656 11.569 0.013 -2.365 0.974 -0.641
O -1.902 -0.949 10.386 -1.003 2.272 -2.188 -0.292
C -3.003 -1.071 9.589 -1.111 -3.356 0.736 0.753
O -4.011 -1.755 9.885 2.922 2.626 -1.015 -0.558
O -2.695 -0.592 8.341 0.607 1.150 1.971 -0.280
C -3.560 -0.928 7.308 -1.460 -1.926 -1.123 -0.660
H -0.859 -1.421 12.124 -0.052 0.829 -0.477 0.257
H -1.602 -2.687 11.256 -0.197 -0.378 0.284 0.291
H -2.595 -1.669 12.278 -0.297 0.468 -0.405 0.291
H -3.180 -0.848 6.290 1.200 0.436 0.450 0.264
H -4.520 -0.423 7.196 -0.026 0.336 1.028 0.286
H -3.740 -1.994 7.447 -0.587 -0.086 -0.240 0.287
C -3.445 -11.387 0.226 0.288 0.577 1.319 -0.598
O -2.576 -11.222 -0.878 0.533 -0.531 -1.103 -0.293
C -1.859 -10.110 -1.092 -1.590 0.263 0.604 0.817
O -2.108 -9.053 -0.531 0.763 -0.231 -0.122 -0.649
O -0.979 -10.350 -2.043 1.058 0.376 -0.132 -0.275
C 0.054 -9.346 -2.313 -0.760 0.948 -0.129 -0.625
H -3.704 -12.438 0.353 0.214 0.086 -0.529 0.259
H -4.361 -10.796 0.233 0.060 0.128 -0.644 0.265
H -2.898 -11.085 1.119 -0.010 -0.042 0.187 0.267
H 0.723 -9.182 -1.468 -0.020 -0.549 -0.037 0.277
H -0.384 -8.372 -2.528 -0.480 -0.031 0.274 0.284
H 0.582 -9.554 -3.244 -0.075 -0.897 0.403 0.273
C -7.023 -0.836 -6.427 -0.465 0.226 -0.245 -0.631
O -6.966 0.102 -5.309 0.343 0.060 -0.738 -0.279
C -6.803 -0.355 -4.104 -0.949 -3.251 3.601 0.810
O -6.643 -1.557 -3.751 0.207 2.843 -1.420 -0.632
O -7.046 0.604 -3.155 0.004 -0.144 -3.095 -0.289
C -6.836 0.373 -1.796 0.312 0.124 0.891 -0.614
H -7.336 -0.240 -7.285 0.079 0.179 0.262 0.249
H -7.795 -1.591 -6.278 0.168 0.035 0.377 0.306
H -6.079 -1.309 -6.696 0.128 0.165 0.604 0.285
H -5.772 0.509 -1.601 0.002 -0.216 0.312 0.288
H -7.203 -0.575 -1.404 0.098 -0.168 -0.434 0.271
H -7.393 1.162 -1.290 0.128 0.011 -0.040 0.237
```
Positions in Å, forces in eV/Å.

- E (eV) = -104255.212
- net charge = +2
- max |F| (hartree/bohr) = 0.1113
- HOMO energy (eV) = -12.784
- spin multiplicity = 1
- HOMO-LUMO gap (eV) = 6.127

(2)
The following is a quantum chemistry calculation of a gas-phase ion, C21H40N7O12 (charge +1), from the Open Molecules 2025 dataset.

```
80
Properties=species:S:1:pos:R:3:forces:R:3:mulliken_charge:R:1
H 7.774 -0.619 0.692 0.046 0.119 0.039 0.151
N 6.861 -0.253 0.465 0.003 -0.429 0.105 -0.614
C 6.814 1.006 0.226 0.159 0.219 -0.088 0.501
N 7.879 1.851 0.288 0.071 0.096 0.034 -0.414
N 5.625 1.584 -0.135 0.109 0.435 0.018 -0.299
C 4.345 1.015 0.258 -0.177 -0.173 -0.081 -0.235
C 3.326 2.167 0.190 -0.335 -0.402 -0.062 -0.319
O 3.738 3.162 1.089 0.072 0.111 0.244 -0.591
C 1.887 1.707 0.514 0.367 -0.321 -0.244 -0.046
O 1.012 2.794 0.554 -0.097 0.199 -0.103 -0.700
C 1.553 0.650 -0.535 0.193 0.091 0.204 -0.365
O 0.207 0.245 -0.637 0.124 0.046 -0.071 -0.058
C -0.478 -0.355 0.425 -0.869 0.177 0.127 0.137
O 0.281 -1.306 1.141 0.186 0.087 -0.055 -0.298
C -0.520 -2.458 1.369 -0.408 -0.438 0.168 -0.286
C -1.443 -2.293 2.573 0.338 -0.028 -0.267 -1.679
C -1.319 -2.612 0.049 0.384 0.459 0.142 2.119
O -2.477 -3.374 0.184 -0.336 -0.187 -0.035 -0.748
C -0.495 -3.318 -1.096 -0.124 -0.287 0.470 -1.890
O -0.470 -2.529 -2.239 -0.164 0.183 -0.498 -0.556
N 0.871 -3.720 -0.737 0.034 -0.155 0.031 -0.070
C 1.914 -2.888 -0.532 0.107 -0.284 -0.205 0.454
N 2.973 -3.277 0.153 0.080 0.061 0.124 -0.261
N 1.929 -1.666 -1.064 -0.146 0.234 -0.359 -0.041
C 2.486 -0.547 -0.312 0.405 0.288 0.133 -1.128
C 3.947 -0.192 -0.631 -0.535 0.273 0.029 0.112
O 4.715 -1.328 -0.350 0.136 -0.118 0.052 -0.705
C -1.633 -1.122 -0.262 0.355 0.050 -0.416 -1.664
O -2.897 -0.739 0.221 -0.087 0.118 0.256 -0.177
C -3.753 -0.153 -0.769 -0.762 -0.333 -0.182 -0.361
O -3.076 0.693 -1.634 0.002 0.224 -0.127 -0.443
C -2.566 1.880 -1.039 0.142 0.513 0.200 1.221
C -1.738 2.632 -2.086 -0.425 -0.571 -0.076 -1.436
O -0.821 3.503 -1.473 0.260 0.409 0.333 -0.631
C -3.708 2.714 -0.455 -0.352 -0.854 0.087 0.012
O -3.166 3.884 0.104 0.142 0.230 0.138 -0.610
C -4.419 1.861 0.602 0.238 -0.135 -0.431 -0.231
O -5.486 2.607 1.124 -0.144 0.241 -0.033 -0.609
C -4.916 0.549 -0.025 0.546 0.148 0.006 -0.288
N -5.549 -0.233 1.010 0.130 0.085 0.179 -0.354
C -6.355 -1.350 0.551 -0.025 -0.003 0.047 -0.957
H 7.798 2.800 -0.029 0.019 -0.031 -0.012 0.185
H 8.806 1.465 0.328 -0.075 0.024 -0.026 0.223
H 5.620 2.593 -0.060 0.043 -0.036 0.026 0.371
H 4.400 0.656 1.297 -0.053 0.048 -0.082 0.254
H 3.328 2.578 -0.836 -0.063 -0.095 0.070 0.251
H 2.960 3.698 1.303 0.071 0.051 -0.104 0.423
H 1.871 1.269 1.521 0.075 -0.045 -0.088 0.595
H 0.577 2.956 -0.307 -0.058 -0.012 0.066 0.505
H 1.731 1.076 -1.531 0.103 -0.008 0.088 0.356
H -0.846 0.405 1.133 0.100 -0.072 -0.177 0.756
H 0.170 -3.283 1.559 -0.069 0.056 -0.029 0.484
H -0.847 -2.061 3.450 0.029 0.018 0.087 0.443
H -1.983 -3.220 2.745 -0.083 -0.042 0.065 0.438
H -2.152 -1.487 2.404 -0.128 0.075 0.069 0.197
H -3.178 -2.789 0.510 0.076 -0.019 -0.053 0.378
H -1.038 -4.257 -1.270 0.169 0.169 0.060 0.796
H -0.308 -3.071 -3.022 0.000 -0.017 0.092 0.379
H 0.965 -4.660 -0.383 0.071 0.070 -0.091 0.296
H 3.799 -2.641 0.110 0.008 -0.156 -0.040 0.207
H 3.047 -4.191 0.562 -0.138 0.029 0.060 0.202
H 1.104 -1.411 -1.605 0.208 -0.281 0.141 0.545
H 2.462 -0.819 0.750 -0.001 0.063 -0.166 0.729
H 4.058 0.084 -1.690 -0.088 0.065 0.083 0.297
H 5.640 -1.011 -0.001 -0.059 -0.160 -0.020 0.407
H -1.583 -0.919 -1.335 0.041 -0.072 0.331 1.213
H -4.138 -0.954 -1.420 0.115 0.119 0.159 0.325
H -1.887 1.629 -0.215 -0.022 0.055 -0.071 -0.237
H -1.157 1.905 -2.657 -0.096 0.032 -0.004 0.406
H -2.401 3.175 -2.770 0.055 -0.051 -0.020 0.372
H -1.331 4.091 -0.894 0.055 0.027 -0.038 0.361
H -4.429 2.965 -1.248 0.074 -0.075 0.043 0.364
H -3.859 4.290 0.642 0.080 0.079 -0.019 0.474
H -3.699 1.624 1.405 0.002 0.026 -0.140 -0.093
H -6.084 1.994 1.570 0.025 -0.070 0.044 0.469
H -5.674 0.798 -0.778 0.097 -0.016 0.028 0.682
H -4.849 -0.552 1.672 -0.055 0.090 -0.031 0.322
H -6.835 -1.801 1.416 -0.074 -0.094 -0.071 0.376
H -7.128 -0.969 -0.115 -0.064 -0.086 -0.025 0.350
H -5.787 -2.125 0.020 -0.033 -0.038 -0.041 0.256
```
Positions in Å, forces in eV/Å.

- E (eV) = -57422.552
- net charge = +1
- energy above the lowest of the compared OMol25 structures with the same formula, charge and spin (kcal/mol) = 7.90
- max |F| (hartree/bohr) = 0.0180
- HOMO energy (eV) = -11.419
- spin multiplicity = 1
- HOMO-LUMO gap (eV) = 9.295